2 unconnected molecules or ions with the total composition C2H12Si3 in a non-equilibrium geometry. Source: the Open Molecules 2025 dataset; level of theory: ωB97M-V with the def2-TZVPD basis set.

Geometry as XYZ:
```
17
C2H12Si3 (ωB97M-V with the def2-TZVPD basis set)
C -1.514 0.876 -1.266
C -2.718 0.053 -0.673
Si 4.102 0.547 0.759
Si -1.966 -1.245 0.626
Si 2.152 0.541 -0.488
H -1.921 1.798 -1.714
H -0.909 1.026 -0.279
H -0.956 0.391 -1.983
H -3.408 -0.439 -1.342
H -3.274 0.786 -0.117
H 5.058 1.680 1.167
H 3.869 0.090 2.143
H 5.149 -0.348 0.064
H -2.258 -0.939 2.118
H -0.437 -1.408 0.556
H -2.556 -2.614 0.479
H 1.589 -0.793 -0.052
```

Results
- Multiplicity: 1
- HOMO-LUMO gap: 6.89 eV
- Energy above the lowest of the compared OMol25 structures with the same formula, charge and spin: 252.6 kJ/mol